Record 1
28
Properties=species:S:1:pos:R:3 method="wB97M-V/def2-TZVPD" homo_energy_ev="-6.9 / -6.9" total_energy_ha=-993.0259 de_lowest_kcal_mol=98.9 orbital_gap_ev="6.45 / 6.45"
C -4.36324 0.58594 -0.11714
C -3.93520 0.16124 1.06891
C -3.45779 0.69536 -1.21555
C -2.65625 -0.31052 1.21868
C -2.13158 0.41005 -1.02328
C -1.69188 -0.10707 0.25858
C 3.31458 -0.99206 0.21904
C 2.17002 -1.24416 -0.36921
C 2.89040 1.21632 0.41199
C -0.31247 -0.58630 0.37769
C 1.73224 -2.48868 -1.03466
C 2.93738 2.58092 0.86778
N 3.71461 0.30550 0.56530
O 0.76147 0.61914 -1.78215
S 1.02621 0.16733 -0.42177
H -5.51537 0.75207 -0.38626
H -4.69882 -0.05820 1.83911
H -3.67833 1.32173 -2.08503
H -2.46091 -0.92827 2.06979
H -1.39841 0.54431 -1.78597
H 3.84070 -1.85126 0.55010
H -0.04964 -0.88119 1.40888
H 2.28673 -3.40968 -0.76490
H 1.96759 -2.33190 -2.15632
H 0.65172 -2.81974 -0.85536
H 3.04378 3.34125 0.10821
H 3.90287 2.45865 1.57088
H 2.10956 2.84921 1.46264



Record 2
28
Properties=species:S:1:pos:R:3 method="wB97M-V/def2-TZVPD" multiplicity=5 homo_energy_ev="-7.3 / -11.0" total_energy_ha=-979.9042 de_lowest_kcal_mol=20.7 orbital_gap_ev="3.76 / 3.45" total_charge=+1
C 2.71414 -1.88333 -2.54621
C 3.67447 -1.45164 -1.51823
C 3.57687 0.01429 -1.45476
C 2.23159 0.30542 -1.98321
C 1.82469 -0.88269 -2.76221
Pt 2.21302 -0.76429 -0.16946
P 1.76059 -1.96954 1.65629
H 2.70460 -2.87774 -2.99044
H 4.50923 -2.00500 -1.10382
H 4.29329 0.70485 -1.02056
H 0.91102 -0.91007 -3.35617
H 1.82679 1.30898 -2.00573
H 1.65779 -1.17383 2.84353
H 2.69572 -3.04130 1.86710
H 0.48416 -2.57286 1.44181
N 0.46532 0.20359 -0.04740
C -0.57198 0.68343 0.19424
C -1.87335 1.10348 0.62662
C -2.03233 2.07180 1.63893
C -3.30559 2.37272 2.12812
C -4.42976 1.72729 1.60073
C -4.28676 0.81068 0.55190
C -3.01550 0.50673 0.06359
H -1.14753 2.56196 2.04800
H -3.42197 3.11421 2.92379
H -5.42153 1.93119 2.00917
H -5.15914 0.32694 0.10648
H -2.87785 -0.21526 -0.74210



Record 3
27
Properties=species:S:1:pos:R:3 method="wB97M-V/def2-TZVPD" homo_energy_ev=-7.3 total_energy_ha=-917.8685 de_lowest_kcal_mol=81.8 orbital_gap_ev=7.99
C 2.87700 -3.90170 -0.33777
C 1.96665 -2.68659 -0.38292
C 2.54169 -1.51539 -0.92361
C 1.83256 -0.40913 -1.00117
C 0.50388 -0.30586 -0.31529
C -1.48377 0.88624 0.46115
C -2.02856 2.20957 0.22662
C -2.89670 2.83033 1.20693
C -3.23657 4.14263 0.77118
C -1.66005 3.08793 -0.80435
C 0.08546 -1.38107 0.55467
C 0.82315 -2.59274 0.40508
H 3.53691 -3.86440 0.78502
H 2.23450 -5.01187 -0.45436
H 3.76695 -3.62822 -1.31983
H 3.48688 -1.62799 -1.50424
H 2.21224 0.58147 -1.45555
H 0.29045 1.80646 -0.44833
H -1.99330 -0.00820 0.04457
H -1.41914 0.59395 1.57468
H -3.49303 2.46555 2.09130
H -4.01528 4.75714 1.28877
H -0.96451 3.06272 -1.63241
H -0.77869 -1.35645 1.23607
H 0.58081 -3.51846 0.92051
N -0.16850 0.85436 -0.19038
S -2.60105 4.52969 -0.79634



Record 4
27
Properties=species:S:1:pos:R:3 method="wB97M-V/def2-TZVPD" homo_energy_ev=-16.4 total_energy_ha=-566.1262 orbital_gap_ev=7.20 total_charge=+2
Zr 0.30932 -0.46066 -1.70798
C 0.19257 -0.15410 -3.82759
H 1.20618 -0.29925 -4.28941
H -0.42904 -0.99743 -4.19133
H -0.30673 0.78612 -4.13853
H -1.08326 0.74664 -1.90946
H -0.90798 0.88099 -1.13045
C 2.56493 2.47579 0.65185
C 2.07482 2.16109 1.90491
C 1.05246 1.23552 2.04979
C 0.49417 0.58909 0.94242
N 1.07401 0.87564 -0.28282
C 2.05648 1.81390 -0.46359
C -0.53975 -0.46470 0.99239
C -0.96568 -1.08123 2.18020
C -1.89157 -2.11899 2.12953
C -2.41378 -2.59762 0.92445
C -1.99866 -2.04230 -0.28887
C -1.06321 -1.03392 -0.19835
H 3.34613 3.20973 0.52026
H 2.48051 2.63704 2.79673
H 0.66530 0.96516 3.01569
H 2.37692 1.95362 -1.49237
H -0.55460 -0.74162 3.12210
H -2.24730 -2.55100 3.05827
H -3.14317 -3.40638 0.89616
H -2.34906 -2.38117 -1.26401



Record 5
39
Properties=species:S:1:pos:R:3 method="wB97M-V/def2-TZVPD" multiplicity=5 homo_energy_ev="-8.2 / -8.7" total_energy_ha=-2582.1681 de_lowest_kcal_mol=0.0 orbital_gap_ev="8.83 / 9.13"
H 2.52100 -0.74554 2.22247
N 1.58661 -0.43443 0.35626
B 1.14713 -0.00896 -2.11850
N 2.06051 -0.48104 -0.96434
C 3.34899 -0.83763 -0.96266
Fe -0.24351 -0.01901 0.79012
H 3.85971 -0.91839 -1.90874
C 3.75932 -1.02783 0.35494
H 4.73627 -1.31656 0.68584
C 2.63430 -0.74692 1.15272
H 1.67671 -0.02415 -3.18566
C -2.33778 1.57899 1.69350
H -3.05575 1.43352 2.50972
H -2.31386 0.65555 1.07620
H -2.65604 2.40360 1.04821
N 0.68417 1.40738 -1.69777
N -0.11585 -0.88852 -2.04093
N 0.09139 1.62331 -0.44584
N -0.83817 -0.94188 -0.83670
C 0.79039 2.56834 -2.36140
C -0.72522 -1.63402 -2.97332
H 1.24219 2.55943 -3.34381
H -0.29483 -1.70096 -3.96237
C 0.25866 3.57378 -1.56179
C -1.86778 -2.19515 -2.40800
C -0.17311 2.94438 -0.38186
C -1.91242 -1.72863 -1.08239
H 0.19625 4.61777 -1.80918
H -2.56649 -2.84956 -2.89153
H -0.67465 3.36464 0.47905
H -2.64127 -1.91015 -0.30842
H -1.35330 1.82054 2.10341
F 0.57916 -2.20316 2.59978
C -0.60645 -1.52486 2.32524
F -1.48756 -2.47978 1.81605
C -1.18320 -1.07673 3.68147
F -1.13247 -2.09533 4.58237
F -0.49552 -0.02587 4.21804
F -2.49753 -0.73616 3.54983



Record 6
39
Properties=species:S:1:pos:R:3 method="wB97M-V/def2-TZVPD" homo_energy_ev=-8.0 total_energy_ha=-1511.2103 orbital_gap_ev=6.26
H 0.32787 3.49125 0.84060
N -0.09261 1.84202 -0.45665
B -0.36860 0.28825 -2.48756
N 0.00520 1.66179 -1.82667
C 0.49773 2.78024 -2.38554
Pb 0.99117 0.81079 1.39331
H 0.66133 2.81218 -3.44875
C 0.75398 3.71520 -1.37872
H 1.18419 4.70182 -1.46678
C 0.33755 3.11266 -0.18608
H -0.14510 0.34921 -3.67535
C -1.34558 -2.37465 2.59518
H -1.16483 -2.70689 3.63018
H -0.43452 -2.32027 1.98946
H -2.12272 -3.01179 2.13481
N -1.85795 -0.09533 -2.26434
N 0.57294 -0.75056 -1.80461
N -2.30751 -0.35974 -0.98427
N 0.65295 -0.90179 -0.43554
C -2.85172 -0.29111 -3.16556
C 1.43032 -1.59078 -2.40075
H -2.65339 -0.13183 -4.21154
H 1.54684 -1.55198 -3.46944
C -3.98825 -0.70103 -2.47679
C 2.08011 -2.33258 -1.41939
C -3.58530 -0.71251 -1.10939
C 1.53146 -1.91996 -0.19910
H -4.95258 -0.95188 -2.87645
H 2.84798 -3.07154 -1.54953
H -4.19261 -0.96593 -0.24961
H 1.70857 -2.27657 0.81345
H -1.77705 -1.37466 2.62925
F 3.65559 0.59564 2.92256
C 2.46901 0.16430 3.46316
F 2.73136 -1.08805 3.92790
C 2.07308 1.06138 4.63279
F 3.11241 1.42913 5.40288
F 1.52491 2.22660 4.14661
F 1.14380 0.43897 5.40630



Record 7
39
Properties=species:S:1:pos:R:3 method="wB97M-V/def2-TZVPD" multiplicity=3 homo_energy_ev="-16.5 / -16.5" total_energy_ha=-1384.6234 orbital_gap_ev="6.19 / 3.76" total_charge=+2
H -3.45778 -0.02892 0.64188
N -1.57536 -0.73417 0.00564
B 0.34856 -2.01981 -1.02462
N -1.16260 -1.79096 -0.74089
C -2.23954 -2.51764 -1.13738
W -0.07132 0.62501 0.79117
H -2.10659 -3.40940 -1.74894
C -3.38829 -1.91031 -0.63014
H -4.42064 -2.23238 -0.75827
C -2.91486 -0.79067 0.08275
H 0.50143 -3.00887 -1.70335
C 1.39367 1.88886 1.51595
H 0.97617 2.71766 2.10958
H 1.96224 2.30826 0.66634
H 2.08951 1.31006 2.14969
N 1.08900 -2.17811 0.33171
N 0.90947 -0.77115 -1.75907
N 1.04639 -1.18822 1.25983
N 0.83648 0.45676 -1.18479
C 1.81699 -3.22084 0.80881
C 1.49154 -0.66983 -2.98206
H 1.96260 -4.11404 0.20197
H 1.63638 -1.55672 -3.59809
C 2.26127 -2.89408 2.08992
C 1.80666 0.67030 -3.20682
C 1.74701 -1.60383 2.32761
C 1.37152 1.33851 -2.04483
H 2.86834 -3.50406 2.75746
H 2.28065 1.10181 -4.08699
H 1.83932 -0.95925 3.20176
H 1.41124 2.39640 -1.78468
H -0.73796 0.74669 2.20378
F -0.34895 3.07873 -0.23393
C -1.22958 2.58854 0.71224
F -1.07128 2.83968 2.07026
C -2.02549 3.94016 0.66604
F -1.26145 5.01433 1.13122
F -2.49000 4.24287 -0.59644
F -3.14476 3.83863 1.49570